[1]
Molecular formula: C3H3Br
Method: DFT, wB97M-V/def2-TZVPD

The geometry in XYZ format:
```
7
Properties=species:S:1:pos:R:3:lowdin_charge:R:1
C -0.65 0.66 -0.24 -0.01
C 0.46 -0.12 0.28 -0.29
C -0.76 -0.65 -0.37 0.00
Br 3.00 0.19 -0.01 -0.02
H -1.22 1.50 -0.26 0.08
H 0.53 -0.07 1.43 0.10
H -1.36 -1.52 -0.83 0.15
```

## Properties
Net charge: 0
Energy: -2689.95875 Ha
HOMO: -0.3389 Ha
F_max: 0.0785 hartree/bohr

---

[2]
Molecular formula: C3H3Br
Method: DFT, wB97M-V/def2-TZVPD

The geometry in XYZ format:
```
7
Properties=species:S:1:pos:R:3:lowdin_charge:R:1
Br -0.22 0.58 2.76 0.40
C -0.33 0.57 0.67 -0.59
C -0.19 -0.76 0.06 -0.04
C 0.76 0.11 -0.19 -0.03
H -1.18 1.31 0.54 0.08
H -0.61 -1.67 0.02 0.07
H 1.64 0.43 -0.73 0.10
```

## Properties
Net charge: 0
Energy: -2690.02030 Ha
HOMO: -0.3522 Ha
Structure (SMILES): BrC1C=C1
F_max: 0.0800 hartree/bohr

---

[3]
Molecular formula: C3H3Br2N3O
Method: DFT, wB97M-V/def2-TZVPD

The geometry in XYZ format:
```
12
Properties=species:S:1:pos:R:3:lowdin_charge:R:1
C -0.96 0.67 -0.05 -0.46
C -0.72 -0.53 -0.43 -0.20
C 0.07 1.56 0.52 -0.53
N 1.37 1.07 0.15 -0.09
N 1.47 -0.14 -0.48 -0.42
N -0.99 -1.69 -0.87 0.15
O -0.04 2.59 1.17 0.02
Br -2.71 1.24 0.85 0.66
Br 2.65 -1.48 0.38 0.44
H 2.07 1.15 0.97 0.15
H -0.57 -2.58 -0.58 0.13
H -1.62 -1.86 -1.65 0.14
```

## Properties
Net charge: 0
Energy: -5503.48571 Ha
HOMO (spin up / spin down): -0.3008 / -0.2982 Ha
F_max: 0.0753 hartree/bohr

---

[4]
Molecular formula: C3H3Br2N3O2
Method: DFT, wB97M-V/def2-TZVPD

The geometry in XYZ format:
```
13
Properties=species:S:1:pos:R:3:lowdin_charge:R:1
C -1.49 -0.33 0.11 -0.64
C -1.44 0.93 0.85 -0.09
C 1.65 -0.25 -0.68 -0.75
N -0.70 -1.05 -0.56 0.04
N 0.53 -1.11 -1.00 0.04
N -0.28 1.50 0.89 -0.14
O 0.20 2.48 1.33 0.14
O 1.18 0.89 -0.14 -0.19
Br -3.29 -1.07 0.18 0.71
Br 2.89 -1.29 0.60 0.52
H -2.28 1.36 1.37 0.11
H 2.29 -0.05 -1.54 0.10
H 0.74 -2.01 -1.42 0.15
```

## Properties
Multiplicity: 3
Net charge: 0
Energy: -5578.62536 Ha
HOMO (spin up / spin down): -0.3062 / -0.3457 Ha
F_max: 0.0886 hartree/bohr

---

[5]
Molecular formula: C3H3Br3
Method: DFT, wB97M-V/def2-TZVPD

The geometry in XYZ format:
```
9
Properties=species:S:1:pos:R:3:lowdin_charge:R:1
C -1.29 -0.71 0.08 -0.08
C -1.52 0.56 -0.24 -0.67
C 2.43 0.06 0.57 -1.13
Br -0.84 2.23 0.34 0.63
Br 3.26 -1.53 0.20 0.57
Br 2.78 1.31 -0.73 0.56
H -0.36 -1.05 0.51 0.03
H -2.48 0.65 -0.70 0.02
H -1.99 -1.53 -0.03 0.06
```

## Properties
Net charge: 0
Energy: -7837.99040 Ha
HOMO: -0.3403 Ha
F_max: 0.0384 hartree/bohr

---

[6]
Molecular formula: C3H3Br3
Method: DFT, wB97M-V/def2-TZVPD

The geometry in XYZ format:
```
9
Properties=species:S:1:pos:R:3:lowdin_charge:R:1
C 0.38 -0.78 -0.72 -0.14
C 1.40 -0.61 0.01 -0.63
C -1.79 1.20 -0.22 -1.01
Br 1.96 1.08 0.73 0.60
Br -2.72 -0.27 0.63 0.50
Br -1.18 2.38 1.03 0.59
H -0.26 0.14 -0.93 0.01
H 2.15 -1.41 0.12 0.07
H 0.07 -1.72 -0.66 0.03
```

## Properties
Net charge: 0
Energy: -7837.97062 Ha
HOMO: -0.3490 Ha
F_max: 0.1177 hartree/bohr

---

- F_max of number 4 (C3H3Br2N3O2)?
  0.0886 hartree/bohr

---

- What is the formula in the fourth record?
  C3H3Br2N3O2

---

- net charge of number 1 (C3H3Br)?
  0